Arrangement w

Below is 2 unconnected molecules or ions with the total composition C8H20N3, with properties calculated with the ωB97M-V functional and the def2-TZVPD basis.

The HOMO-LUMO gap (spin up / spin down) is 6.9 / 8.9 eV. Its molar mass is 158.3 g/mol. Its charge is +1. The spin multiplicity is 3. Its highest occupied orbital energy (spin up / spin down) is -9.6 / -12.9 eV. Its expectation value of S² is 2.01.

Each line ends with the Mulliken spin population.
Atoms and positions in Å:
C1 -0.537 -0.069 2.426  -0.01
C2 -1.567 0.957 2.056  0.05
C3 0.746 -1.923 1.991  0.01
C4 1.849 1.876 -0.068  0.03
C5 -0.377 2.360 -0.939  0.79
C6 0.386 -1.080 -2.966  0.03
C7 -1.159 -1.511 -0.987  0.01
C8 0.527 0.113 -0.774  0.76
N1 -0.284 -0.943 1.618  0.01
N2 0.610 1.523 -0.691  0.30
N3 -0.338 -0.517 -1.784  0.02
H1 -2.455 0.719 2.658  0.01
H2 -1.896 0.805 0.969  -0.03
H3 -1.472 1.956 2.446  -0.01
H4 1.370 -1.688 2.874  0.00
H5 1.408 -2.213 1.281  0.00
H6 0.157 -2.852 2.315  0.00
H7 1.627 1.991 0.987  0.00
H8 2.766 1.221 -0.088  0.00
H9 2.207 2.806 -0.479  -0.01
H10 -0.170 3.322 -0.467  0.02
H11 -1.057 2.160 -1.686  0.03
H12 -0.282 -0.101 3.600  0.00
H13 1.073 -0.257 -3.218  0.00
H14 0.989 -1.934 -2.596  0.00
H15 -0.455 -1.445 -3.569  0.00
H16 -1.836 -1.941 -1.678  0.00
H17 -0.578 -2.202 -0.381  0.00
H18 -1.532 -0.945 -0.127  0.00
H19 1.362 -0.440 -0.683  0.00
H20 -1.082 0.251 -2.043  0.00

Arrangement x

Below is 2 unconnected molecules or ions with the total composition C8H20N3, with properties calculated with the ωB97M-V functional and the def2-TZVPD basis.

The HOMO-LUMO gap (spin up / spin down) is 3.4 / 7.2 eV. Its molar mass is 158.3 g/mol. Its charge is +1. The spin multiplicity is 3. Its highest occupied orbital energy (spin up / spin down) is -8.2 / -13.6 eV. Its expectation value of S² is 2.02.

Each line ends with the Mulliken spin population.
Atoms and positions in Å:
C1 3.321 -0.176 1.080  0.45
C2 -1.340 -0.909 -1.273  0.06
C3 1.292 -2.180 -0.520  0.06
C4 0.836 -1.444 1.849  0.08
C5 -2.846 2.803 -0.514  -0.01
C6 -0.862 -0.905 0.165  0.03
C7 -0.776 2.008 -1.192  0.67
C8 0.651 -1.094 0.358  -0.05
N1 2.382 0.533 0.557  -0.07
N2 1.171 0.216 0.260  0.59
N3 -1.540 2.406 -0.231  0.17
H1 4.233 0.311 1.193  0.01
H2 2.999 -1.111 1.536  0.08
H3 -1.115 -1.952 -1.720  0.01
H4 -2.399 -0.800 -1.302  -0.01
H5 -0.786 -0.167 -1.837  -0.06
H6 2.401 -2.293 -0.412  0.00
H7 0.932 -3.161 -0.310  0.00
H8 1.076 -1.966 -1.570  -0.01
H9 1.095 -0.557 2.364  0.00
H10 -0.194 -1.723 2.253  0.00
H11 1.557 -2.341 1.898  0.00
H12 -3.009 2.819 -1.561  0.00
H13 -3.555 2.010 -0.132  0.01
H14 -3.195 3.844 -0.329  0.01
H15 -1.127 -0.028 0.702  -0.01
H16 -1.360 -1.735 0.647  0.00
H17 0.274 1.772 -0.942  -0.01
H18 -1.221 2.052 -2.259  0.00
H19 2.470 1.526 0.503  0.00
H20 -1.363 2.240 0.740  0.00

The structure shown above that is least stable: arrangement x.